1.
{"formula": "C24H21N4O7Tc", "method": "the ωB97M-V functional and the def2-TZVPD basis", "orbital_gap_ev": [7.45, 6.44], "charge": 1, "spin_multiplicity": 4, "homo_energy_ev": [-11.18, -11.18], "total_energy_ha": -1753.378438, "species": ["Tc", "O", "C", "N", "C", "O", "C", "C", "C", "C", "C", "N", "C", "C", "C", "C", "C", "N", "H", "H", "H", "H", "H", "H", "H", "H", "O", "C", "N", "C", "C", "C", "O", "C", "H", "H", "H", "H", "H", "H", "H", "H", "O", "C", "C", "C", "C", "C", "C", "C", "O", "O", "H", "H", "H", "H", "H"], "positions_angstrom": [[-1.068, 0.093, 0.009], [0.135, -0.396, -3.810], [-0.272, -0.589, -2.700], [-1.197, 0.178, -1.991], [-2.257, 0.790, -2.681], [-2.395, 0.844, -3.870], [-3.195, 1.388, -1.685], [-3.809, 2.563, -1.844], [-4.279, 3.425, -0.760], [-3.975, 3.343, 0.543], [-3.199, 2.216, 1.205], [-2.987, 0.870, -0.360], [0.109, -1.804, -1.898], [0.878, -2.807, -2.452], [1.058, -3.976, -1.730], [0.439, -4.101, -0.497], [-0.287, -3.035, 0.005], [-0.430, -1.893, -0.667], [-3.867, 2.950, -2.854], [-4.875, 4.272, -1.073], [-4.368, 4.093, 1.216], [-2.994, 2.388, 2.259], [1.291, -2.655, -3.439], [1.648, -4.787, -2.133], [0.520, -5.007, 0.084], [-0.772, -3.102, 0.967], [-4.918, 0.345, 0.987], [-3.979, 1.003, 0.741], [-2.078, 1.767, 0.360], [-0.260, -0.906, 4.288], [0.372, 0.447, 3.974], [-0.593, 1.009, 2.950], [-1.073, -0.158, 2.191], [-0.664, -1.376, 2.906], [-1.130, -0.790, 4.935], [0.432, -1.602, 4.757], [1.361, 0.316, 3.533], [0.457, 1.095, 4.844], [-0.139, 1.703, 2.248], [-1.468, 1.456, 3.427], [0.190, -1.790, 2.380], [-1.525, -2.048, 2.897], [4.567, -1.191, 0.420], [4.261, -0.341, -0.581], [5.211, 0.030, -1.532], [4.882, 0.905, -2.549], [3.602, 1.439, -2.637], [2.662, 1.083, -1.694], [2.962, 0.187, -0.663], [1.906, -0.224, 0.282], [1.963, -1.154, 1.059], [0.791, 0.537, 0.195], [5.498, -1.423, 0.362], [6.212, -0.378, -1.465], [5.634, 1.175, -3.279], [3.344, 2.121, -3.433], [1.668, 1.501, -1.745]]}



2.
{"formula": "C3H8BrISi", "method": "the ωB97M-V functional and the def2-TZVPD basis", "orbital_gap_ev": 7.58, "homo_energy_ev": -7.61, "total_energy_ha": -3280.230971, "relative_energy_kj_mol": 286.33, "species": ["C", "C", "C", "Si", "Br", "I", "H", "H", "H", "H", "H", "H", "H", "H"], "positions_angstrom": [[-1.442, 0.637, -0.709], [0.765, -1.805, -0.241], [1.600, 2.151, 0.603], [0.308, -0.082, -0.901], [3.218, 2.619, -0.341], [1.363, 0.318, -2.979], [-1.524, 1.646, -1.341], [-2.260, -0.030, -1.043], [-1.642, 0.899, 0.351], [1.453, -1.770, 0.563], [-0.125, -2.224, 0.300], [1.319, -2.326, -0.945], [1.740, 1.981, 1.776], [0.827, 2.879, 0.628]]}



3.
{"formula": "C63H63F3O3", "method": "the ωB97M-V functional and the def2-TZVPD basis", "orbital_gap_ev": [2.01, 7.22], "charge": -1, "spin_multiplicity": 2, "homo_energy_ev": [0.30, -4.92], "total_energy_ha": -2963.625547, "species": ["C", "O", "C", "O", "O", "C", "H", "H", "H", "H", "H", "H", "F", "C", "C", "C", "C", "C", "C", "H", "H", "H", "H", "H", "F", "C", "C", "C", "C", "C", "C", "H", "H", "H", "H", "H", "F", "C", "C", "C", "C", "C", "C", "H", "H", "H", "H", "H", "C", "C", "C", "C", "C", "C", "H", "H", "H", "H", "H", "H", "C", "C", "C", "C", "C", "C", "H", "H", "H", "H", "H", "H", "C", "C", "C", "C", "C", "C", "H", "H", "H", "H", "H", "H", "C", "C", "C", "C", "C", "C", "H", "H", "H", "H", "H", "H", "C", "C", "C", "C", "C", "C", "H", "H", "H", "H", "H", "H", "C", "C", "C", "C", "C", "C", "H", "H", "H", "H", "H", "H", "C", "C", "C", "C", "C", "C", "H", "H", "H", "H", "H", "H"], "positions_angstrom": [[-1.491, 1.975, 0.822], [-0.233, 1.388, 0.916], [-0.046, 0.110, 0.750], [-0.898, -0.757, 0.706], [1.286, -0.098, 0.803], [1.819, -1.440, 0.615], [-2.054, 1.737, 1.724], [-2.040, 1.755, -0.094], [-1.348, 3.056, 0.843], [2.883, -1.244, 0.479], [1.417, -1.884, -0.295], [1.726, -2.135, 1.450], [0.679, 2.389, -1.482], [1.272, 1.977, -2.622], [1.752, 0.716, -2.728], [2.344, 0.291, -3.921], [2.371, 1.153, -5.023], [1.966, 2.519, -4.899], [1.423, 2.913, -3.690], [1.699, 0.043, -1.885], [2.807, -0.675, -4.064], [2.869, 0.884, -5.943], [2.082, 3.271, -5.666], [1.134, 3.945, -3.555], [-0.650, 5.364, 0.524], [0.387, 5.572, -0.231], [0.404, 6.621, -1.111], [1.503, 6.866, -1.937], [2.484, 5.879, -1.992], [2.464, 4.785, -1.149], [1.406, 4.673, -0.203], [-0.426, 7.312, -1.086], [1.500, 7.624, -2.706], [3.297, 6.065, -2.679], [3.344, 4.158, -1.121], [1.372, 3.883, 0.532], [-0.347, -6.693, 2.346], [-0.862, -6.067, 1.306], [-2.063, -6.506, 0.785], [-2.620, -5.807, -0.277], [-1.838, -4.858, -0.923], [-0.594, -4.464, -0.420], [-0.118, -5.032, 0.732], [-2.639, -7.285, 1.262], [-3.557, -6.062, -0.748], [-2.310, -4.412, -1.786], [0.036, -3.649, -0.745], [0.712, -4.627, 1.291], [-5.695, 0.721, 2.747], [-5.362, 1.171, 1.503], [-5.761, 0.598, 0.348], [-6.546, -0.551, 0.395], [-6.805, -1.115, 1.659], [-6.445, -0.463, 2.855], [-5.554, 1.368, 3.600], [-4.774, 2.069, 1.388], [-5.529, 0.971, -0.639], [-6.904, -1.019, -0.510], [-7.299, -2.072, 1.734], [-6.813, -0.784, 3.818], [4.449, -3.105, -1.355], [3.223, -3.640, -1.795], [2.833, -4.900, -1.379], [3.459, -5.538, -0.367], [4.579, -4.914, 0.134], [5.097, -3.733, -0.302], [4.808, -2.182, -1.784], [2.772, -3.221, -2.683], [2.033, -5.429, -1.876], [3.219, -6.518, 0.016], [5.103, -5.466, 0.900], [5.977, -3.413, 0.235], [5.104, 0.296, 0.919], [4.779, 1.094, -0.202], [5.415, 0.865, -1.405], [6.456, -0.004, -1.488], [6.896, -0.679, -0.389], [6.234, -0.495, 0.841], [4.555, 0.355, 1.847], [4.128, 1.949, -0.089], [5.100, 1.428, -2.271], [6.954, -0.291, -2.402], [7.722, -1.374, -0.431], [6.464, -1.086, 1.715], [-3.375, 4.058, -1.211], [-2.585, 3.387, -2.140], [-3.220, 2.514, -2.996], [-4.574, 2.381, -3.030], [-5.337, 3.111, -2.199], [-4.762, 4.017, -1.297], [-2.914, 4.751, -0.522], [-1.530, 3.408, -1.909], [-2.689, 1.863, -3.675], [-5.017, 1.628, -3.664], [-6.415, 3.075, -2.257], [-5.384, 4.518, -0.569], [-3.620, -2.032, -3.062], [-3.109, -2.825, -4.118], [-1.748, -2.830, -4.424], [-0.855, -2.155, -3.643], [-1.327, -1.174, -2.766], [-2.719, -1.129, -2.490], [-4.645, -2.080, -2.724], [-3.747, -3.430, -4.745], [-1.514, -3.479, -5.255], [0.210, -2.231, -3.805], [-0.610, -0.606, -2.192], [-3.165, -0.509, -1.727], [-5.553, 4.300, 4.291], [-5.150, 3.623, 5.423], [-3.995, 2.847, 5.413], [-3.217, 2.833, 4.186], [-3.540, 3.644, 3.093], [-4.776, 4.331, 3.135], [-6.529, 4.754, 4.381], [-5.752, 3.699, 6.317], [-3.622, 2.397, 6.321], [-2.272, 2.317, 4.102], [-2.928, 3.789, 2.214], [-5.090, 4.935, 2.296], [5.650, -1.856, 5.412], [4.843, -1.529, 4.293], [4.217, -2.515, 3.590], [4.233, -3.767, 4.095], [4.830, -4.093, 5.261], [5.508, -3.099, 5.978], [6.240, -1.066, 5.852], [5.015, -0.596, 3.778], [3.772, -2.322, 2.625], [3.671, -4.523, 3.566], [4.892, -5.063, 5.732], [6.035, -3.389, 6.876]]}



4.
{"formula": "C5H8N2", "method": "the ωB97M-V functional and the def2-TZVPD basis", "orbital_gap_ev": 9.39, "homo_energy_ev": -8.45, "total_energy_ha": -304.771010, "smiles": "Cc1cnn(C)c1", "relative_energy_kj_mol": 169.31, "species": ["C", "C", "C", "N", "N", "C", "C", "H", "H", "H", "H", "H", "H", "H", "H"], "positions_angstrom": [[-0.939, 1.795, -0.922], [-1.034, 0.323, -0.639], [-0.423, -0.658, -1.457], [0.400, -1.433, -0.767], [0.281, -1.009, 0.507], [1.343, -1.259, 1.453], [-0.620, -0.017, 0.626], [0.139, 1.960, -0.788], [-1.440, 2.410, -0.172], [-1.193, 2.100, -1.935], [-0.542, -0.804, -2.526], [2.300, -1.021, 0.977], [1.330, -2.296, 1.780], [1.211, -0.584, 2.303], [-0.811, 0.494, 1.560]]}



5.
{"formula": "C26H51FGaO7", "method": "the ωB97M-V functional and the def2-TZVPD basis", "orbital_gap_ev": 6.67, "charge": -1, "homo_energy_ev": -4.74, "total_energy_ha": -3572.419767, "species": ["C", "C", "C", "O", "Ga", "C", "C", "C", "F", "C", "C", "C", "C", "C", "C", "C", "C", "H", "H", "H", "H", "H", "H", "H", "H", "H", "H", "H", "H", "H", "H", "H", "H", "H", "H", "H", "H", "H", "H", "H", "C", "O", "C", "C", "O", "C", "C", "O", "C", "H", "H", "H", "H", "H", "H", "H", "H", "H", "H", "H", "H", "H", "H", "C", "O", "C", "C", "O", "C", "C", "O", "C", "H", "H", "H", "H", "H", "H", "H", "H", "H", "H", "H", "H", "H", "H"], "positions_angstrom": [[-1.530, -1.055, -4.227], [-2.381, -0.001, -3.418], [-3.240, 0.972, -4.309], [-2.503, 1.379, -5.470], [-1.705, 3.101, -5.168], [-0.504, 3.088, -3.501], [-0.004, 4.514, -3.018], [1.553, 4.488, -2.687], [2.254, 5.250, -3.667], [-0.737, 3.578, -6.925], [0.796, 3.949, -6.762], [1.778, 2.765, -6.994], [1.897, 1.979, -8.213], [2.895, 0.914, -8.318], [3.818, 0.596, -7.224], [3.703, 1.372, -5.981], [2.697, 2.433, -5.890], [-0.618, -1.298, -3.608], [-1.159, -0.693, -5.215], [-2.121, -2.001, -4.321], [-3.093, -0.595, -2.765], [-1.699, 0.535, -2.709], [-4.189, 0.468, -4.670], [-3.508, 1.932, -3.763], [-2.951, 4.122, -4.946], [0.356, 2.379, -3.638], [-1.125, 2.664, -2.657], [-0.281, 5.366, -3.688], [-0.494, 4.729, -2.020], [1.770, 4.972, -1.688], [1.945, 3.441, -2.609], [-1.255, 4.505, -7.320], [-0.922, 2.768, -7.688], [0.939, 4.307, -5.707], [1.084, 4.771, -7.479], [1.239, 2.197, -9.084], [2.980, 0.342, -9.278], [4.585, -0.200, -7.353], [4.395, 1.163, -5.127], [2.671, 3.003, -4.928], [-3.116, 2.558, 0.212], [-2.105, 1.684, 0.675], [-0.787, 2.166, 0.469], [0.089, 1.967, 1.699], [-0.247, 2.774, 2.828], [-1.491, 2.528, 3.474], [-1.614, 1.185, 4.183], [-1.647, 0.105, 3.262], [-0.814, -0.980, 3.620], [-3.284, 2.410, -0.860], [-4.039, 2.319, 0.748], [-2.876, 3.605, 0.414], [-0.791, 3.229, 0.193], [-0.360, 1.604, -0.371], [1.103, 2.270, 1.422], [0.153, 0.916, 1.976], [-2.322, 2.697, 2.789], [-1.575, 3.306, 4.239], [-2.559, 1.166, 4.739], [-0.791, 1.076, 4.898], [0.137, -0.643, 4.045], [-0.594, -1.547, 2.714], [-1.333, -1.634, 4.329], [2.828, -6.466, 4.661], [2.521, -5.945, 5.938], [2.736, -4.548, 6.060], [1.581, -3.854, 6.775], [0.355, -3.807, 6.051], [-0.316, -5.039, 5.807], [-0.868, -5.748, 7.037], [0.172, -6.246, 7.869], [-0.019, -5.980, 9.244], [3.901, -6.676, 4.584], [2.279, -7.402, 4.537], [2.519, -5.791, 3.858], [2.886, -4.082, 5.078], [3.653, -4.405, 6.644], [1.872, -2.809, 6.914], [1.431, -4.261, 7.774], [0.304, -5.704, 5.205], [-1.170, -4.780, 5.173], [-1.461, -6.610, 6.710], [-1.526, -5.065, 7.584], [-0.435, -4.981, 9.412], [0.956, -6.023, 9.732], [-0.670, -6.739, 9.688]]}



6.
{"formula": "C3H9NOS", "method": "the ωB97M-V functional and the def2-TZVPD basis", "orbital_gap_ev": 9.63, "homo_energy_ev": -8.82, "total_energy_ha": -647.855186, "smiles": "N[C@H](CO)CS", "relative_energy_kj_mol": 112.63, "species": ["N", "C", "C", "O", "C", "S", "H", "H", "H", "H", "H", "H", "H", "H", "H"], "positions_angstrom": [[0.789, -0.341, 1.290], [0.114, -0.436, 0.006], [0.726, -1.331, -1.071], [0.351, -2.654, -0.728], [-0.013, 1.016, -0.524], [-1.137, 2.000, 0.492], [1.804, -0.328, 1.313], [0.475, -1.057, 1.927], [-0.837, -0.914, 0.249], [1.809, -1.304, -1.139], [0.320, -1.048, -2.059], [0.278, -3.404, -1.335], [-0.434, 1.016, -1.541], [0.970, 1.429, -0.742], [-0.279, 2.363, 1.452]]}



7.
{"formula": "C30H43N2O8OsSi3", "method": "the ωB97M-V functional and the def2-TZVPD basis", "orbital_gap_ev": [7.24, 7.20], "charge": 1, "homo_energy_ev": [-11.85, -11.84], "total_energy_ha": -2839.513433, "relative_energy_kj_mol": 48.24, "species": ["Os", "C", "C", "N", "C", "C", "N", "C", "O", "O", "C", "O", "O", "H", "H", "H", "H", "H", "O", "C", "C", "O", "O", "C", "C", "C", "C", "C", "C", "C", "C", "C", "C", "C", "C", "H", "H", "H", "H", "H", "H", "H", "H", "H", "H", "H", "C", "O", "Si", "C", "C", "C", "Si", "C", "C", "C", "Si", "C", "C", "C", "H", "H", "H", "H", "H", "H", "H", "H", "H", "H", "H", "H", "H", "H", "H", "H", "H", "H", "H", "H", "H", "H", "H", "H", "H", "H", "H"], "positions_angstrom": [[-0.467, 0.140, 0.040], [-0.629, 3.830, 0.890], [-1.323, 2.743, 1.619], [-1.348, 1.444, 1.358], [-1.940, 0.809, 2.423], [-2.348, 1.737, 3.327], [-1.954, 2.938, 2.794], [-3.012, 1.702, 4.663], [-3.308, 0.517, 5.155], [-3.234, 2.744, 5.216], [-1.823, -0.663, 2.448], [-2.260, -1.358, 3.334], [-1.167, -1.133, 1.386], [0.074, 3.413, 0.173], [-0.073, 4.439, 1.603], [-1.341, 4.477, 0.376], [-2.101, 3.820, 3.268], [-3.027, -0.226, 4.570], [1.263, 0.932, 1.519], [2.558, 0.927, 0.857], [2.218, 1.230, -0.621], [3.021, 1.626, -1.414], [0.958, 0.965, -0.976], [3.179, -0.460, 0.903], [4.441, -0.631, 0.338], [5.011, -1.890, 0.283], [4.338, -2.988, 0.808], [3.092, -2.818, 1.387], [2.508, -1.556, 1.430], [3.402, 2.000, 1.515], [3.410, 3.315, 1.059], [4.097, 4.292, 1.763], [4.778, 3.967, 2.928], [4.775, 2.659, 3.386], [4.095, 1.679, 2.679], [1.387, 0.642, 2.434], [4.963, 0.221, -0.079], [5.986, -2.016, -0.168], [4.789, -3.970, 0.768], [2.564, -3.666, 1.802], [1.527, -1.458, 1.879], [2.920, 3.578, 0.131], [4.120, 5.307, 1.389], [5.325, 4.729, 3.467], [5.318, 2.395, 4.284], [4.124, 0.652, 3.028], [-1.608, 2.896, -2.288], [-1.585, 1.595, -1.697], [-1.813, 0.231, -2.677], [-3.551, 0.277, -3.341], [-0.675, 0.346, -4.148], [-1.356, -1.025, -1.319], [-2.957, -2.010, -0.730], [-2.773, -3.319, 0.606], [-4.135, -0.658, -0.127], [-3.782, -2.983, -2.107], [0.048, -2.312, -1.885], [-0.570, -2.939, -3.547], [0.219, -3.720, -0.671], [1.776, -1.645, -2.157], [-2.632, 3.161, -2.557], [-0.976, 2.941, -3.174], [-1.232, 3.626, -1.576], [-3.663, 1.234, -3.862], [-4.335, 0.214, -2.587], [-3.717, -0.496, -4.090], [-0.853, 1.302, -4.646], [-0.912, -0.426, -4.879], [0.385, 0.289, -3.907], [-1.941, -3.209, 1.290], [-2.735, -4.310, 0.151], [-3.690, -3.282, 1.202], [-3.738, 0.354, -0.231], [-4.390, -0.820, 0.923], [-5.070, -0.697, -0.687], [-3.152, -3.804, -2.450], [-4.120, -2.419, -2.968], [-4.666, -3.446, -1.659], [-1.635, -2.809, -3.738], [-0.357, -4.010, -3.593], [-0.016, -2.461, -4.354], [-0.599, -4.434, -0.713], [0.313, -3.370, 0.358], [1.141, -4.252, -0.922], [1.842, -0.664, -2.621], [2.273, -2.360, -2.820], [2.348, -1.623, -1.227]]}